1:
16
Properties=species:S:1:pos:R:3:lowdin_charge:R:1 method="wB97M-V/def2-TZVPD" lumo_energy_ev=-3.31 multiplicity=1
C 1.7730 1.1012 -0.2948 -0.09
N 1.1004 0.1020 -1.1733 -0.04
C 0.1113 -0.7043 -0.4414 -0.26
C -1.3111 -0.3918 -0.7254 -0.60
S -1.6791 1.4177 -0.4015 0.47
C 0.3954 -1.6350 0.5005 -0.14
O -0.4408 -2.4427 1.2044 -0.02
H 2.4560 1.6323 -1.0014 0.10
H 1.0750 1.6965 0.2598 0.03
H 2.4292 0.5459 0.4439 0.10
H 0.8374 0.4536 -2.1317 0.15
H -2.2894 0.7843 2.3014 -0.03
H -1.6118 -0.5303 -1.8377 0.09
H -1.9919 -1.1095 -0.1753 0.08
H -2.2543 1.1174 2.9583 0.02
H 1.4007 -2.0373 0.5142 0.12

---

2:
16
Properties=species:S:1:pos:R:3:lowdin_charge:R:1 method="wB97M-V/def2-TZVPD" lumo_energy_ev="-1.01 / -1.01" multiplicity=1 smiles="CN=C(C)C.O=S"
C -0.5914 1.8133 0.0916 -0.11
N -0.4775 0.3402 0.2068 -0.03
C 0.5448 -0.3640 -0.0704 -0.44
C 0.3512 -1.8819 0.1618 -0.07
C 1.9462 0.0609 -0.5063 -0.04
H -0.7859 2.1527 -0.9095 0.08
H -1.3420 1.9836 0.7362 0.01
H 0.2521 2.3921 0.4475 0.07
H 1.0398 -2.2314 -0.6877 0.08
H -0.6997 -2.2734 0.0439 0.07
H 0.8037 -2.3059 1.2000 0.12
H 2.7227 -0.6680 -0.2683 0.08
H 2.2567 1.0219 -0.1245 0.06
H 1.6621 0.2737 -1.5687 0.11
O -4.1936 -0.0831 1.2852 -0.69
S -3.4892 -0.2306 -0.0377 0.71

---

3:
16
Properties=species:S:1:pos:R:3:lowdin_charge:R:1 method="wB97M-V/def2-TZVPD" lumo_energy_ev=0.96 multiplicity=1
C 0.5500 -0.6061 0.5768 -0.26
C 1.7152 -1.1594 -0.2817 -0.40
C -1.5106 0.3929 0.4645 -0.25
C -2.6516 1.0578 -0.2590 -0.09
N -0.4528 0.1582 -0.1666 0.03
O 3.3123 0.7238 0.5024 -0.57
S 2.9191 0.0529 -0.7084 0.84
H 0.1262 -1.4496 1.1670 0.13
H 1.0827 0.0583 1.1260 0.06
H 2.0480 -2.0255 0.2393 0.08
H 1.3583 -1.5260 -1.1779 0.05
H -1.6691 -0.0399 1.4726 0.12
H -2.0991 1.6037 -1.1140 0.10
H -3.3918 1.6542 0.2967 0.07
H -3.2537 0.2817 -0.7649 0.07
H 1.9170 0.8230 -1.3729 0.02

---

Short version: 1 is the least stable of them.

---

1:
9
Properties=species:S:1:pos:R:3:lowdin_charge:R:1 method="wB97M-V/def2-TZVPD" lumo_energy_ev=3.32 total_charge=-1 multiplicity=1
C -1.3154 0.1717 0.0180 -0.17
O 0.7181 -1.1425 -1.2723 -0.39
O 0.6642 -1.0905 1.2197 -0.38
O 1.3229 1.1389 -0.0670 -0.87
P 0.4788 -0.3826 -0.0392 0.09
Br 3.0692 0.8699 -0.0312 0.66
H -1.6164 0.0351 1.0684 0.02
H -1.6068 1.1221 -0.5058 0.04
H -1.7146 -0.7221 -0.3906 0.00

---

2:
9
Properties=species:S:1:pos:R:3:lowdin_charge:R:1 method="wB97M-V/def2-TZVPD" lumo_energy_ev=2.79 total_charge=-1 multiplicity=1
C 1.8540 -0.3156 0.0083 -0.35
O -2.1901 1.1772 -1.2541 -0.38
O -2.2362 1.0965 1.3882 -0.38
O 0.6090 0.3577 0.1082 -0.46
P -1.9705 0.5787 0.0682 0.22
Br -2.7610 -1.5733 0.1219 0.22
H 1.7969 -1.3658 0.1001 0.00
H 2.2233 -0.2017 -1.1713 0.07
H 2.6745 0.2463 0.6305 0.07

---

Short version: 2 is the least stable of them.